Record 1
Density functional theory data (ωB97M-V with the def2-TZVPD basis set) for a cluster of 12 separate species, BF4H22O11 in total at a distorted geometry.

```
38
Properties=species:S:1:pos:R:3
B 15.482 5.698 22.079
F 16.852 5.649 21.803
F 15.000 6.998 22.322
F 14.838 5.247 20.882
F 15.143 4.816 23.100
O 16.394 1.870 23.592
H 15.696 2.506 23.787
H 15.928 1.047 23.426
O 17.452 8.588 21.275
H 17.866 8.775 22.123
H 16.548 8.337 21.496
O 11.924 4.818 19.784
H 12.746 4.758 20.281
H 11.933 5.708 19.424
O 17.088 3.229 19.143
H 17.081 3.577 20.041
H 16.267 3.552 18.759
O 12.552 3.593 22.526
H 12.875 3.010 21.834
H 13.263 4.232 22.654
O 14.228 7.034 25.188
H 14.374 7.251 24.260
H 14.676 7.728 25.678
O 19.304 6.290 20.460
H 19.983 6.930 20.687
H 18.490 6.682 20.810
O 16.580 6.309 18.904
H 16.040 6.012 19.648
H 17.464 5.970 19.083
O 12.265 7.893 21.918
H 13.160 7.533 21.966
H 12.191 8.461 22.689
O 13.546 3.164 25.184
H 12.763 3.164 24.621
H 13.996 3.987 24.960
O 18.340 5.102 24.055
H 17.699 5.419 23.403
H 19.014 4.676 23.520
```

Results
E_HOMO (eV): -7.967
Lowest unoccupied orbital energy (eV): 2.48
Molar mass (g mol⁻¹): 285.0
Orbital gap (hartree): 0.3840
Spin multiplicity: 1
Net charge: -1

***

Record 2
Density functional theory data (ωB97M-V with the def2-TZVPD basis set) for a structure of composition C47H48FeI2NO5Se at a distorted geometry.

```
105
Properties=species:S:1:pos:R:3
Fe -0.225 1.805 -0.357
I 2.148 2.532 -1.701
C 1.203 3.195 -3.454
I -1.802 2.732 -2.268
H 1.363 2.548 -4.305
H 1.309 4.256 -3.635
O -1.700 0.976 1.523
C -2.036 2.116 2.254
C -1.282 3.373 1.885
C -1.315 4.438 2.776
C -0.720 5.641 2.446
C -0.116 5.743 1.202
C -0.117 4.640 0.374
N -0.665 3.463 0.698
H -0.720 0.860 1.652
H -1.901 1.936 3.330
H -3.101 2.307 2.077
H -1.834 4.317 3.718
H -0.739 6.478 3.130
H 0.338 6.663 0.865
H 0.334 4.701 -0.606
C 4.657 -2.902 0.810
C 3.458 -2.173 1.412
C 3.185 -2.691 2.825
O 3.711 -0.779 1.424
C 2.594 -0.074 0.881
C 1.578 -1.170 0.549
O 2.346 -2.373 0.576
C 0.758 -1.098 -0.781
O -0.122 -0.037 -0.764
C 1.578 -1.056 -2.073
C 2.945 -1.286 -2.155
C 3.595 -1.283 -3.383
C 2.890 -1.048 -4.551
C 1.524 -0.804 -4.479
C 0.879 -0.810 -3.254
C -0.029 -2.427 -0.728
C 0.396 -3.574 -1.388
C -0.268 -4.780 -1.206
C -1.363 -4.859 -0.360
C -1.808 -3.712 0.282
C -1.146 -2.508 0.100
C 2.055 1.031 1.841
O 0.796 1.424 1.448
C 1.970 0.514 3.291
C 0.831 -0.161 3.729
C 0.707 -0.584 5.044
C 1.712 -0.314 5.961
C 2.846 0.363 5.543
C 2.976 0.764 4.221
C 3.007 2.238 1.796
C 4.339 2.158 1.398
C 5.123 3.301 1.328
C 4.595 4.539 1.658
C 3.275 4.623 2.079
C 2.494 3.482 2.148
H 5.501 -2.878 1.497
H 4.954 -2.423 -0.122
H 4.369 -3.931 0.602
H 4.011 -2.412 3.478
H 3.085 -3.775 2.792
H 2.266 -2.263 3.220
H 2.917 0.428 -0.037
H 0.824 -1.211 1.341
H 3.516 -1.477 -1.260
H 4.664 -1.462 -3.422
H 3.398 -1.044 -5.508
H 0.960 -0.602 -5.382
H -0.185 -0.615 -3.203
H 1.263 -3.537 -2.032
H 0.083 -5.664 -1.724
H -1.865 -5.806 -0.202
H -2.671 -3.758 0.935
H -1.489 -1.614 0.607
H 0.021 -0.364 3.044
H -0.180 -1.122 5.354
H 1.609 -0.624 6.993
H 3.634 0.583 6.253
H 3.869 1.292 3.916
H 4.774 1.197 1.158
H 6.155 3.222 1.007
H 5.208 5.429 1.592
H 2.853 5.583 2.353
H 1.466 3.544 2.480
C -8.418 -2.541 -3.765
C -7.078 -2.000 -3.339
C -6.965 -0.825 -2.610
C -5.728 -0.337 -2.205
C -5.643 0.950 -1.437
C -4.558 -1.027 -2.569
Se -2.856 -0.388 -1.978
C -4.656 -2.199 -3.340
C -3.426 -2.926 -3.814
C -5.913 -2.673 -3.690
H -9.212 -1.819 -3.577
H -8.657 -3.460 -3.226
H -8.410 -2.773 -4.831
H -7.860 -0.269 -2.347
H -6.623 1.261 -1.075
H -5.231 1.735 -2.075
H -4.964 0.842 -0.590
H -2.651 -2.939 -3.050
H -3.013 -2.418 -4.690
H -3.661 -3.954 -4.092
H -5.994 -3.596 -4.256
```

Results
E_HOMO (spin up / spin down) (eV): -4.512 / -4.712
Lowest unoccupied orbital energy (spin up / spin down) (eV): 2.28 / 1.56
Molar mass (g mol⁻¹): 1095.5
Orbital gap (spin up / spin down) (hartree): 0.2495 / 0.2304
<S²>: 6.136
Spin multiplicity: 5
Net charge: -1

***

Record 3
Density functional theory data (ωB97M-V with the def2-TZVPD basis set) for a structure of composition C19H15AuN5O2Se.

```
43
Properties=species:S:1:pos:R:3
Au 0.487 -0.248 0.226
C 4.799 -0.468 -1.476
C 5.228 0.808 -1.155
C 4.299 1.745 -0.729
C 2.967 1.377 -0.636
N 2.562 0.130 -0.919
C 3.455 -0.763 -1.333
C 1.907 2.348 -0.228
C 2.110 3.717 -0.230
C 1.071 4.556 0.138
C -0.153 4.014 0.484
C -0.296 2.642 0.456
N 0.713 1.842 0.111
H 5.488 -1.225 -1.823
H 6.273 1.075 -1.230
H 4.619 2.739 -0.455
H 3.077 -1.753 -1.560
H 3.059 4.131 -0.535
H 1.220 5.628 0.144
H -0.988 4.637 0.771
H -1.226 2.151 0.711
O 1.293 1.545 2.919
C 0.527 0.661 3.220
N 0.093 -0.367 2.367
C -0.761 -1.184 3.047
O -1.302 -2.190 2.576
C -0.927 -0.674 4.435
C -1.667 -1.151 5.494
C -1.606 -0.429 6.684
C -0.822 0.718 6.792
C -0.070 1.183 5.714
C -0.145 0.463 4.542
H -2.265 -2.050 5.412
H -2.174 -0.768 7.540
H -0.792 1.256 7.730
H 0.549 2.066 5.791
Se -3.987 -1.630 1.998
C -2.947 -0.796 0.799
N -2.262 -0.264 0.030
N 0.062 -2.329 0.093
H -0.462 -2.545 -0.750
H -0.527 -2.533 0.916
H 0.876 -2.935 0.129
```

Results
E_HOMO (spin up / spin down) (eV): -11.463 / -11.837
Lowest unoccupied orbital energy (spin up / spin down) (eV): -3.35 / -5.18
Molar mass (g mol⁻¹): 621.3
Orbital gap (spin up / spin down) (hartree): 0.2983 / 0.2448
<S²>: 2.011
Spin multiplicity: 3
Net charge: +1

***

- What is the formula in the third record?
  C19H15AuN5O2Se

***

Please write out number 1 again, unchanged.
Density functional theory data (ωB97M-V with the def2-TZVPD basis set) for a cluster of 12 separate species, BF4H22O11 in total at a distorted geometry.

```
38
Properties=species:S:1:pos:R:3
B 15.482 5.698 22.079
F 16.852 5.649 21.803
F 15.000 6.998 22.322
F 14.838 5.247 20.882
F 15.143 4.816 23.100
O 16.394 1.870 23.592
H 15.696 2.506 23.787
H 15.928 1.047 23.426
O 17.452 8.588 21.275
H 17.866 8.775 22.123
H 16.548 8.337 21.496
O 11.924 4.818 19.784
H 12.746 4.758 20.281
H 11.933 5.708 19.424
O 17.088 3.229 19.143
H 17.081 3.577 20.041
H 16.267 3.552 18.759
O 12.552 3.593 22.526
H 12.875 3.010 21.834
H 13.263 4.232 22.654
O 14.228 7.034 25.188
H 14.374 7.251 24.260
H 14.676 7.728 25.678
O 19.304 6.290 20.460
H 19.983 6.930 20.687
H 18.490 6.682 20.810
O 16.580 6.309 18.904
H 16.040 6.012 19.648
H 17.464 5.970 19.083
O 12.265 7.893 21.918
H 13.160 7.533 21.966
H 12.191 8.461 22.689
O 13.546 3.164 25.184
H 12.763 3.164 24.621
H 13.996 3.987 24.960
O 18.340 5.102 24.055
H 17.699 5.419 23.403
H 19.014 4.676 23.520
```

Results
E_HOMO (eV): -7.967
Lowest unoccupied orbital energy (eV): 2.48
Molar mass (g mol⁻¹): 285.0
Orbital gap (hartree): 0.3840
Spin multiplicity: 1
Net charge: -1

***

- Which of these has the highest net charge?
  C19H15AuN5O2Se